(1)
The following is a quantum chemistry calculation of a cluster of 2 separate species, C30H32N2O2 in total, from the OMol25 dataset.

Calculated values
Calculated total energy in eV: -38701.9991
Highest occupied orbital energy in eV: -5.1461
M in g mol⁻¹: 452.6
Energy relative to the best compared isomer or geometry (same formula, charge and spin) in eV: 0.1108
LUMO level in eV: -1.9
HOMO-LUMO gap in eV: 3.288

Geometry as XYZ:
```
66
Properties=species:S:1:pos:R:3:forces:R:3:nbo_charge:R:1
O -2.114670 -0.254664 0.830991 0.191 0.588 0.356 -0.6933
O -0.806007 1.341214 1.775336 -0.993 0.970 0.370 -0.5173
N 0.999964 -0.490335 2.455292 1.370 1.330 1.162 -0.4094
N -2.171675 -3.123839 -2.697399 0.505 -0.304 -0.178 -0.3109
C 0.518919 -0.912301 -1.770279 0.036 -0.492 0.063 -0.0230
C 0.390415 1.217289 -3.120796 -0.123 -0.293 0.286 -0.1531
C 0.108679 -4.018510 -2.517085 0.524 -0.301 0.112 -0.6759
C -1.072853 0.091013 1.391063 0.763 -2.229 -0.351 0.7394
C -4.248254 -1.719053 -2.822466 0.013 0.370 0.051 -0.2356
C 3.928834 1.602814 4.788367 -0.139 -0.375 -0.041 -0.2161
C 4.765866 -0.540458 5.560584 -0.147 0.280 -0.136 -0.2157
C 0.646025 2.578485 -3.217647 0.063 -0.239 0.145 -0.2374
C -3.827123 0.634039 -2.340486 0.401 -0.254 0.155 -0.2189
C 2.978372 0.951112 3.988962 0.473 0.076 0.359 -0.2283
C 2.913411 -0.456973 3.958480 0.387 0.283 0.229 0.0273
C 3.834570 -1.196903 4.755591 -0.385 0.515 -0.396 -0.2463
C 1.395484 3.229334 -2.228064 -0.114 -0.146 0.101 0.0273
C -0.658294 -1.522633 -2.188004 -0.176 -0.235 -0.127 -0.1239
C -4.720585 -0.408517 -2.643710 0.365 -0.492 -0.183 -0.1981
C -1.967909 -0.890883 -2.367285 -0.426 -0.473 -0.312 0.0079
C -2.773267 -4.432083 -2.908307 0.019 -0.195 -0.107 -0.4124
C -0.861984 -2.917352 -2.427358 -0.991 0.831 0.317 0.3104
C -1.985862 2.176239 2.045049 0.733 -0.486 -0.211 -0.0747
C 1.591705 4.715697 -2.274237 0.115 0.227 0.040 -0.6361
C 0.855036 0.460844 -2.005036 0.532 1.192 -0.031 -0.1716
C -1.534581 3.602159 1.929427 0.007 0.416 -0.164 -0.6220
C -2.458699 0.387711 -2.147541 -0.492 0.359 -0.228 -0.1649
C -2.877805 -1.916639 -2.706862 0.208 0.413 0.722 0.1072
C 0.008241 -0.907691 1.711967 -1.317 1.130 -1.031 -0.0209
C 1.925737 -1.121755 3.117798 -0.584 -1.054 -0.684 -0.0760
C -0.322214 -2.313823 1.424137 -0.187 -0.727 -0.036 -0.6763
C 1.951495 2.476852 -1.186030 0.144 0.030 -0.148 -0.2370
C 4.819442 0.865340 5.587160 -0.197 -0.178 -0.180 -0.2440
C 1.728196 1.115127 -1.095967 -0.297 -0.410 -0.287 -0.0633
H 2.285569 5.023818 -1.483482 -0.171 0.055 -0.216 0.2202
H 2.273505 1.510852 3.368766 0.233 -0.179 0.229 0.2298
H -1.134992 -2.337536 0.694143 0.038 -0.131 0.128 0.2366
H -2.322071 1.962445 3.065581 0.048 -0.144 -0.141 0.1772
H 1.972382 -2.222593 3.070758 0.098 0.111 0.157 0.1345
H 2.583875 2.976120 -0.448811 -0.202 -0.183 -0.183 0.2207
H 0.251949 3.163667 -4.054829 0.155 -0.304 0.234 0.2176
H -0.641129 3.783582 2.535503 -0.124 -0.050 -0.126 0.2174
H -2.782916 1.930652 1.340643 0.128 -0.039 0.087 0.2031
H -2.325306 4.270958 2.278152 0.025 -0.010 0.001 0.2079
H 1.993774 5.043628 -3.241827 -0.072 -0.090 0.197 0.2236
H 2.195251 0.512411 -0.315442 -0.263 0.287 0.029 0.2266
H 3.795503 -2.288475 4.714125 0.040 0.309 0.087 0.2056
H -0.174172 0.715203 -3.912328 0.099 0.162 0.366 0.2219
H -0.042607 -4.598847 -3.443724 0.112 0.199 0.358 0.2345
H -1.324234 3.856591 0.884057 0.097 -0.035 0.188 0.2035
H -1.768203 1.169004 -1.832338 -0.424 -0.089 -0.089 0.2310
H -0.661756 -2.818354 2.346419 0.066 -0.119 -0.262 0.2070
H 1.263484 -1.529373 -1.260519 -0.092 0.147 -0.180 0.2253
H 0.530835 -2.877075 1.021743 0.020 -0.002 0.138 0.1885
H -5.789680 -0.211115 -2.725288 0.318 -0.006 -0.022 0.2194
H 1.113139 -3.586080 -2.528574 -0.102 -0.270 -0.001 0.2450
H -4.207116 1.649391 -2.226727 0.080 -0.301 0.081 0.2183
H -2.371826 -4.923145 -3.809596 -0.161 0.257 0.247 0.2130
H 3.972043 2.696893 4.790340 -0.017 -0.400 0.028 0.2054
H -4.889735 -2.578643 -3.022927 -0.098 0.522 0.064 0.2110
H -2.587516 -5.097642 -2.049200 -0.095 0.355 -0.255 0.2207
H 5.549050 1.376630 6.226140 -0.313 -0.219 -0.307 0.2075
H 0.638433 5.242651 -2.123385 0.219 -0.134 -0.009 0.2271
H 0.035553 -4.707161 -1.658786 -0.017 0.196 -0.281 0.2488
H 5.461201 -1.120725 6.173495 -0.239 0.183 -0.208 0.2074
H -3.850898 -4.288591 -3.027727 0.332 -0.205 0.027 0.2266
```
Forces are in eV/Å.



(2)
The following is a quantum chemistry calculation of a structure of composition C30H32N3O2PSV, from the OMol25 dataset.

Calculated values
Calculated total energy in eV: -85994.9310
Highest occupied orbital energy (alpha / beta) in eV: -14.2823 / -14.3703
M in g mol⁻¹: 580.6
Multiplicity: 4
Charge: +2
Energy relative to the best compared isomer or geometry (same formula, charge and spin) in eV: 0.3312
<S²>: 3.759
LUMO level (alpha / beta) in eV: -5.7 / -5.9
HOMO-LUMO gap (alpha / beta) in eV: 8.606 / 8.472

Geometry as XYZ:
```
70
Properties=species:S:1:pos:R:3:forces:R:3:lowdin_spin:R:1
V 0.022808 -0.085609 0.151817 -0.227 -0.282 -0.057 2.8280
S -4.550811 -0.631052 -0.263082 0.003 0.011 0.016 0.0091
P -0.049471 1.986969 -1.318722 0.025 0.117 0.077 0.0204
O 1.963859 0.277123 0.739034 0.082 0.019 0.145 0.0274
O -0.749472 -5.380546 4.684171 0.036 -0.004 -0.013 0.0013
N -2.111182 -0.127083 0.355623 0.038 -0.004 0.083 0.0026
N 0.051202 -2.034402 1.170495 0.096 0.193 -0.110 0.0081
N -0.356533 -6.795760 2.951452 -0.053 -0.004 -0.052 0.0002
C -2.892315 1.564042 -4.906758 -0.017 -0.015 -0.007 -0.0009
C -2.992922 -0.591189 3.925134 0.003 0.004 -0.043 0.0013
C -4.120295 -0.687780 1.413000 0.000 0.000 0.133 -0.0001
C -4.929173 -0.965071 2.516991 0.020 0.008 -0.070 0.0007
C 0.546413 -2.142874 2.413482 0.032 -0.014 0.071 0.0109
C -1.869247 0.647190 -4.694807 -0.029 0.006 -0.024 0.0005
C -2.216592 2.779893 -2.942883 -0.045 -0.015 0.054 -0.0010
C -1.026237 0.796898 -3.607713 0.044 -0.031 0.014 0.0007
C 2.493800 1.521549 1.295095 -0.178 -0.062 -0.030 0.0074
C 2.339735 1.271234 -2.491515 -0.018 -0.089 -0.010 0.0033
C 3.080476 -0.679489 0.659169 -0.268 -0.070 -0.036 0.0055
C -0.719146 -4.291989 1.334351 0.048 0.081 0.013 -0.0010
C -0.461962 -5.581540 3.526036 0.019 0.061 0.087 0.0007
C 4.100631 2.766229 -3.136020 0.006 -0.012 -0.001 0.0000
C 4.358735 0.156508 0.698914 0.045 -0.052 -0.010 0.0002
C -0.565791 3.473060 -0.409786 -0.031 0.054 -0.010 0.0078
C 3.883584 1.614185 0.716941 0.021 0.133 0.016 0.0013
C -1.188634 1.868178 -2.725068 0.046 -0.047 -0.054 -0.0001
C 0.420245 -3.282549 3.175836 -0.036 0.048 -0.036 -0.0011
C -4.348225 -0.920394 3.763229 0.059 0.003 0.072 -0.0010
C 3.583135 1.479066 -3.064909 0.013 0.021 -0.010 0.0004
C 2.113275 3.630029 -2.089713 -0.016 0.026 0.032 -0.0003
C -3.066148 2.623312 -4.030892 -0.017 0.004 0.004 0.0004
C 1.587692 2.343223 -2.009030 -0.006 0.008 -0.029 0.0009
C -2.194800 -0.315195 2.837530 -0.115 -0.009 0.017 0.0057
C -0.571160 -3.097353 0.651262 -0.081 -0.092 -0.056 0.0122
C -0.225373 -4.385438 2.628669 -0.041 -0.005 -0.044 0.0073
C -2.767675 -0.378667 1.564365 0.047 -0.003 0.032 0.0063
C 3.368530 3.836737 -2.643932 0.028 -0.008 -0.015 0.0001
C -2.952121 -0.218390 -0.645856 0.114 0.091 -0.122 0.0138
H 3.839391 2.023477 -0.292707 -0.003 -0.004 0.054 0.0001
H 2.480624 1.417689 2.383495 0.068 0.085 -0.040 0.0000
H -5.977237 -1.201167 2.400612 -0.020 -0.008 -0.018 0.0000
H -0.223025 0.080497 -3.463350 0.001 0.021 0.011 0.0014
H -2.658165 -0.023848 -1.669774 -0.009 -0.048 -0.021 0.0008
H -0.986854 -2.981183 -0.344237 0.023 -0.016 0.013 0.0025
H 0.126426 3.667992 0.408568 -0.006 0.002 0.000 0.0004
H 1.037620 -1.262356 2.812110 0.015 -0.031 0.009 0.0015
H 1.951218 0.257078 -2.434163 -0.006 0.032 0.010 0.0037
H 2.980899 -1.360040 1.504692 0.124 -0.016 -0.073 0.0005
H -3.551287 1.452419 -5.756627 -0.007 -0.007 -0.012 -0.0001
H 4.984490 -0.040822 -0.167978 0.018 -0.023 0.008 0.0000
H -1.156160 -0.036728 2.972833 -0.035 0.014 -0.023 0.0047
H -1.247915 -5.111943 0.868662 -0.014 -0.010 -0.002 -0.0002
H 3.769771 4.838820 -2.703420 0.004 0.021 0.006 0.0000
H -1.558562 3.312561 0.012500 0.023 -0.029 0.002 0.0003
H -0.600694 4.354210 -1.049642 0.011 -0.009 -0.018 0.0007
H 1.814915 2.316385 0.989744 0.071 0.018 0.027 0.0023
H -2.375637 3.613330 -2.272618 0.022 0.022 -0.006 0.0000
H 2.938220 -1.227904 -0.271253 0.074 -0.026 0.039 0.0021
H -0.496969 -7.609215 3.530018 0.012 0.001 -0.009 0.0000
H 1.556892 4.484034 -1.727520 -0.033 0.001 0.007 0.0000
H 4.147855 0.643336 -3.455884 0.006 -0.009 -0.002 0.0000
H -3.862139 3.336892 -4.194119 -0.001 0.011 -0.005 0.0000
H 0.786503 -3.314024 4.192120 -0.002 -0.026 0.016 -0.0002
H -1.727313 -0.177006 -5.380512 0.004 -0.005 -0.007 0.0000
H 4.525557 2.250764 1.322361 0.011 0.000 -0.012 0.0002
H 0.005468 -6.919478 2.023340 0.019 -0.044 0.006 0.0000
H 5.072983 2.934932 -3.577627 0.016 0.000 -0.011 0.0000
H -4.946917 -1.131699 4.637885 -0.016 -0.001 0.006 0.0000
H -2.575136 -0.545858 4.921269 -0.005 -0.005 0.012 0.0001
H 4.936345 -0.084199 1.589314 -0.010 0.017 0.006 0.0001
```
Forces are in eV/Å.